ORCA calculation (wB97M-V/def2-TZVPD) on a 3-piece molecular cluster, C16H24O12 overall.

The geometry in XYZ format:
```
52
C16H24O12 (wB97M-V/def2-TZVPD)
C -4.8265 3.9462 -0.6993
C -4.7962 2.9396 -1.8262
O -4.8477 3.2351 -2.9738
O -4.8492 1.6160 -1.4471
C -3.8314 1.1229 -0.5850
C -2.7815 0.3606 -1.3772
C -1.6826 -0.1314 -0.4307
C -0.4875 0.8238 -0.2981
C 0.5595 0.7837 -1.4268
C 0.6152 -0.5128 -2.2149
O 1.8798 -0.5573 -2.8747
C -3.4194 -0.7498 -2.2385
O -3.4259 -0.2139 -3.5582
C -2.6650 0.8965 -3.6162
O -2.4095 1.4997 -4.6010
O -2.2408 1.2425 -2.3693
H -4.1910 4.7913 -0.9580
H -5.8523 4.3087 -0.6175
H -4.5328 3.5367 0.2636
H -4.3017 0.4326 0.1194
H -3.3577 1.9283 -0.0185
H -1.3736 -1.1358 -0.7063
H -2.1330 -0.2331 0.5624
H -0.8804 1.8416 -0.2208
H -0.0003 0.6187 0.6578
H 1.5575 0.9118 -0.9973
H 0.4115 1.6140 -2.1171
H -0.1908 -0.5512 -2.9576
H 0.5160 -1.3816 -1.5556
H 1.9242 -1.3725 -3.3821
H -2.8211 -1.6622 -2.2264
H -4.4429 -0.9786 -1.9459
C 2.2967 -2.8930 1.5377
C 2.5812 -2.9832 0.0495
O 1.3376 -3.4750 -0.4683
C 0.3556 -3.1533 0.4030
O -0.8084 -3.2382 0.1611
O 0.8732 -2.6876 1.5547
H 2.7917 -2.0679 2.0369
H 2.5205 -3.8188 2.0670
H 2.7800 -2.0085 -0.4011
H 3.3791 -3.6744 -0.2057
C 5.6466 0.5844 4.8468
C 5.0352 0.7902 3.4717
O 4.6279 -0.5389 3.1242
C 4.4659 -1.2541 4.2657
O 3.9735 -2.3342 4.3149
O 4.9367 -0.5640 5.3243
H 5.4902 1.4149 5.5288
H 6.7087 0.3413 4.7980
H 4.1516 1.4291 3.5002
H 5.7338 1.1611 2.7275
```

Properties
energy above the lowest of the compared OMol25 structures with the same formula, charge and spin	0.8268	eV
gap between HOMO and LUMO	10.593	eV
calculated total energy	-1526.9910	Eh
charge	0
LUMO	0.2	eV
HOMO level	-10.3702	eV
SMILES	CC(=O)OC[C@@]1(CCCCO)COC(=O)O1.O=C1OCCO1.O=C1OCCO1

=====

ORCA calculation (wB97M-V/def2-TZVPD) on a 4-piece molecular cluster, C16H24O12 overall in a non-equilibrium geometry.

The geometry in XYZ format:
```
52
C16H24O12 (wB97M-V/def2-TZVPD)
C 0.1680 5.6660 -8.9200
C 1.2353 5.8198 -9.9837
C 1.5807 7.2720 -10.3096
O 2.9239 7.4199 -9.8343
C 3.3985 6.2559 -9.3709
O 4.4628 6.0928 -8.8677
O 2.4669 5.2819 -9.4983
H -0.6353 6.3833 -9.1057
H 0.6039 5.9779 -7.9652
H -0.2154 4.6555 -8.8348
H 0.9420 5.2646 -10.8739
H 0.9695 8.0454 -9.8516
H 1.6173 7.4349 -11.3878
C 7.7834 7.5839 -5.4642
C 9.2934 7.7202 -5.4869
C 9.9001 7.5025 -6.8787
O 10.1635 8.8046 -7.3578
C 10.0228 9.7082 -6.3559
O 10.2436 10.8662 -6.4744
O 9.6215 9.1044 -5.2194
H 7.3455 8.1429 -6.2919
H 7.3276 7.8805 -4.5195
H 7.4722 6.5362 -5.5621
H 9.7343 7.1147 -4.6985
H 9.2167 6.9920 -7.5541
H 10.8310 6.9364 -6.8222
C 2.4172 9.1040 -3.2281
C 2.9593 8.3093 -4.3953
C 2.0624 8.2735 -5.6474
O 2.8848 8.7485 -6.7028
C 4.1357 8.9881 -6.2334
O 5.0503 9.3269 -6.9133
O 4.1597 8.9093 -4.8910
H 2.5761 10.1750 -3.3406
H 2.8619 8.7761 -2.2930
H 1.3360 8.9387 -3.1942
H 3.1589 7.2894 -4.0591
H 1.2088 8.9492 -5.5111
H 1.6407 7.3030 -5.9024
C 7.7993 10.3131 -9.3564
C 7.0917 8.9917 -9.5303
C 5.6520 9.1132 -10.0224
O 5.6019 8.4138 -11.2474
C 6.8434 8.0330 -11.6164
O 7.1121 7.5322 -12.6615
O 7.7307 8.2846 -10.6399
H 7.8585 10.7960 -10.3308
H 8.7740 10.1813 -8.8956
H 7.2045 10.9576 -8.7022
H 7.2148 8.3269 -8.6779
H 5.3529 10.1652 -10.0909
H 4.9410 8.7193 -9.3002
```

Properties
energy above the lowest of the compared OMol25 structures with the same formula, charge and spin	0.0000	eV
gap between HOMO and LUMO	10.504	eV
calculated total energy	-1527.0213	Eh
charge	0
LUMO	0.3	eV
HOMO level	-10.2442	eV
SMILES	C[C@H]1COC(=O)O1.C[C@H]1COC(=O)O1.C[C@H]1COC(=O)O1.C[C@H]1COC(=O)O1

=====

ORCA calculation (wB97M-V/def2-TZVPD) on C16H25BrN5O2PRhS2Te as an isolated structure.

The geometry in XYZ format:
```
54
C16H25BrN5O2PRhS2Te (wB97M-V/def2-TZVPD)
Rh 0.3110 0.1183 0.3166
C -1.0107 -0.0418 3.4945
P 0.5582 -0.0341 2.5710
C 1.3298 -1.5285 3.2875
C 1.5573 1.2504 3.3878
H -0.8238 -0.1483 4.5654
H -1.6001 -0.8874 3.1365
H -1.5698 0.8738 3.3062
H 1.2629 -1.4658 4.3760
H 2.3796 -1.5884 2.9934
H 0.8219 -2.4262 2.9406
H 1.5215 1.1296 4.4746
H 1.1724 2.2265 3.0996
H 2.5870 1.1543 3.0418
Br -1.7925 3.2239 -1.7673
C 0.0497 4.5221 4.1236
C -1.0916 4.1312 3.2249
C -2.3280 4.7440 3.3090
C -3.3009 4.2829 2.4376
N -3.0920 3.3019 1.5667
C -1.8556 2.7686 1.5479
S -1.6159 1.5129 0.3455
N -0.8533 3.1556 2.3448
H -0.1542 5.4644 4.6345
H 0.9697 4.6178 3.5445
H 0.2128 3.7474 4.8775
H -2.5234 5.5405 4.0170
H -4.2971 4.7185 2.4360
Te 2.7287 -0.5669 0.1438
N 0.0048 0.5297 -6.7742
C -0.8566 -0.1753 -5.9281
S -2.0601 -1.1467 -6.6249
C -0.5977 -0.0499 -4.5371
C 0.5504 0.6336 -4.0245
C 0.8065 0.6774 -2.6838
N 0.0106 0.1064 -1.7477
C -1.1368 -0.4844 -2.2171
C -1.4545 -0.5965 -3.5362
H -0.3459 0.5392 -7.7153
H 0.2775 1.4477 -6.4491
H 1.2624 1.1036 -4.6906
H 1.6951 1.1662 -2.3085
H -1.7976 -0.8846 -1.4605
H -2.3735 -1.0826 -3.8356
N 1.6249 -4.0040 -1.2205
C 0.3716 -3.2451 -1.1769
C -0.0920 -3.1148 0.2582
O 0.3441 -4.0712 1.0655
O -0.7830 -2.2145 0.6674
H 1.8060 -4.3453 -2.1532
H 0.9791 -4.5811 0.5114
H 2.3898 -3.3878 -0.9675
H -0.4018 -3.7977 -1.7104
H 0.4245 -2.2523 -1.6032
```

Properties
gap between HOMO and LUMO (spin up / spin down)	4.665 / 5.588	eV
calculated total energy	-5139.3855	Eh
charge	-1
LUMO (spin up / spin down)	2.1 / 1.0	eV
⟨S²⟩	6.03
HOMO level (spin up / spin down)	-2.5439 / -4.6365	eV
multiplicity	5

=====

ORCA calculation (wB97M-V/def2-TZVPD) on C16H25CaN3O3Se as an isolated structure in a non-equilibrium geometry.

The geometry in XYZ format:
```
49
C16H25CaN3O3Se (wB97M-V/def2-TZVPD)
Ca -1.7188 -0.7553 16.2361
C -2.0269 1.5136 19.1399
O -2.0425 0.1353 18.5266
C -1.0149 -0.7711 18.9970
C -1.6815 -2.1097 19.0555
O -1.9751 -2.5537 17.6727
C -2.4144 -3.9356 17.6660
H -1.9537 1.3842 20.2261
H -3.0170 1.8387 18.9808
H -1.2449 2.1899 18.7383
H -0.5145 -0.4938 19.9044
H -0.1933 -0.6673 18.2410
H -2.6726 -2.0593 19.5852
H -0.9853 -2.9246 19.5052
H -2.3282 -4.2625 18.7044
H -1.7284 -4.5428 17.0980
H -3.4869 -3.9814 17.2835
O -1.3324 -2.0809 14.5944
C -1.0585 -2.7647 13.5882
C -1.5422 -4.2264 13.5593
C -0.6297 -5.3406 13.1211
C -0.2509 -5.3105 11.6300
C 0.6251 -4.1558 11.2099
C -0.0045 -2.7386 11.2368
N -0.2255 -2.2818 12.6446
H -2.4918 -4.2112 12.9712
H -1.8125 -4.3509 14.6588
H -1.1640 -6.2723 13.2937
H 0.2577 -5.3216 13.7704
H -1.1948 -5.3529 11.0151
H 0.1061 -6.3486 11.3665
H 1.0286 -4.2471 10.2071
H 1.5162 -4.0764 11.8478
H -0.9156 -2.8839 10.6688
H 0.5350 -2.0005 10.6907
H -0.0829 -1.2533 12.7990
Se 0.7951 -0.1571 14.9165
N -0.1498 1.0443 15.9484
C 0.5080 2.2062 15.9000
C 0.1119 3.4899 16.4918
C 0.8512 4.6166 16.3408
C 2.0339 4.5593 15.5874
C 2.4752 3.4848 14.9457
C 1.7188 2.2861 15.0766
N 1.9811 1.1061 14.3737
H -0.8660 3.4767 17.0683
H 0.6351 5.6338 16.7584
H 2.6533 5.4444 15.3649
H 3.4361 3.3976 14.4789
```

Properties
energy above the lowest of the compared OMol25 structures with the same formula, charge and spin	0.5966	eV
gap between HOMO and LUMO (spin up / spin down)	7.646 / 7.646	eV
calculated total energy	-4093.1846	Eh
charge	+2
LUMO (spin up / spin down)	-7.1 / -7.1	eV
HOMO level (spin up / spin down)	-14.7641 / -14.7639	eV

=====

ORCA calculation (wB97M-V/def2-TZVPD) on a 3-piece molecular cluster, C16H25ClN2O7S2 overall in a non-equilibrium geometry.

The geometry in XYZ format:
```
53
C16H25ClN2O7S2 (wB97M-V/def2-TZVPD)
C 1.4829 -3.5168 0.4846
C 2.3698 -2.8399 -0.5952
N 1.7916 -1.5342 -1.0010
C 2.7579 -0.5069 -1.0938
Cl 3.3253 0.0996 0.5309
C 3.9853 -0.8572 -1.9678
C 4.3258 0.1839 -3.0553
C 4.2449 1.6296 -2.5953
C 5.2485 1.9648 -1.4900
N 4.6558 2.4673 -3.7910
C 4.3610 3.6508 -3.6973
S 4.2934 5.1863 -3.4166
O 2.9123 2.0643 -2.2373
S 1.8714 0.8975 -1.8975
O 1.3032 0.3591 -3.0935
O 0.8727 1.4180 -1.0217
H 2.0209 -3.4413 1.4259
H 1.3746 -4.5671 0.2223
H 0.5200 -3.0219 0.5533
H 3.3863 -2.7780 -0.2068
H 2.3268 -3.4900 -1.4702
H 1.1876 -1.2603 -0.2270
H 4.8443 -0.9134 -1.3013
H 3.8977 -1.8298 -2.4461
H 3.7707 0.0172 -3.9759
H 5.3712 0.0205 -3.3248
H 6.1927 2.2246 -1.9701
H 5.4315 1.1356 -0.8156
H 4.9319 2.8607 -0.9596
O 0.5511 -1.4455 2.6030
C -0.6223 -1.5889 2.7919
O -1.1180 -2.3920 3.7640
C -2.5541 -2.4408 3.6727
C -2.9495 -1.1796 2.9217
C -1.7557 -0.9702 1.9983
H -2.8352 -3.3494 3.1352
H -2.9758 -2.4821 4.6746
H -3.8992 -1.2664 2.4010
H -3.0239 -0.3426 3.6182
H -1.8663 -1.5127 1.0573
H -1.5617 0.0807 1.8036
O -4.6882 -0.0496 -0.3936
C -5.1983 0.8128 0.2555
O -4.9814 0.9540 1.5888
C -5.8122 2.0040 2.1143
C -6.1557 2.8771 0.9161
C -6.1838 1.8600 -0.2218
H -6.6972 1.5514 2.5673
H -5.2628 2.5463 2.8805
H -7.0846 3.4304 1.0408
H -5.3558 3.5984 0.7427
H -7.1642 1.3940 -0.3307
H -5.8635 2.2874 -1.1674
```

Properties
gap between HOMO and LUMO	9.790	eV
calculated total energy	-2517.4086	Eh
charge	0
LUMO	0.3	eV
HOMO level	-9.4522	eV
SMILES	CCN[C@@]1(Cl)CC[C@@](C)(N=C=S)OS1(=O)=O.O=C1CCCO1.O=C1CCCO1

=====

Which of these has the highest charge?
C16H25CaN3O3Se